[1]
Formula: C47H64F6IrN3O2P
Source: OMol25
Level of theory: ωB97M-V with the def2-TZVPD basis set

XYZ file:
```
124
C47H64F6IrN3O2P, DFT ωB97M-V with the def2-TZVPD basis set
Ir -1.188 1.259 0.423
P -0.452 -1.733 3.156
F -0.863 -0.472 2.082
F 0.452 -2.374 1.997
F -0.096 -2.910 4.163
F 0.792 -0.844 3.654
F -1.384 -1.017 4.259
F -1.732 -2.545 2.591
O 0.684 0.661 0.087
O -3.052 2.044 0.722
N -1.996 -0.056 -0.936
N -1.120 2.618 -1.276
N 1.073 1.937 -2.183
C -4.308 -2.690 4.879
C -2.779 2.273 3.601
C 2.852 -2.027 -0.924
C -3.462 1.097 2.894
C -3.472 -0.242 -0.604
C -1.990 1.961 -2.290
C 3.142 3.156 -2.464
C -1.271 2.292 3.257
C 0.181 -1.415 -0.967
C 3.759 -3.594 -3.348
C 2.957 0.840 1.662
C -1.311 -1.377 -0.767
C -4.312 -1.239 1.579
C 4.657 0.232 -0.045
C 4.969 4.681 -2.928
C -4.060 0.045 3.566
C -3.428 1.015 1.490
C 2.983 -0.723 -5.961
C 3.468 -0.299 0.771
C 4.094 3.698 -3.347
C -1.759 3.894 -0.855
C 1.073 -0.550 -0.295
C -1.849 0.455 -2.309
C 3.960 -1.403 1.727
C 2.582 -4.021 -2.462
C 0.670 -2.503 -1.688
C 3.971 4.658 -0.745
C 2.432 -0.933 -0.178
C -6.500 -1.569 4.401
C -5.242 -2.182 3.770
C 1.692 -0.276 -5.715
C -5.662 -3.378 2.915
C 3.097 3.668 -1.154
C 2.018 -2.812 -1.719
C 3.801 0.693 -4.193
C 0.200 3.017 -1.832
C 2.505 1.167 -3.939
C 1.534 -4.685 -3.357
C 1.455 0.654 -4.717
C -4.540 -1.110 2.938
C -3.432 3.615 3.237
C -2.834 2.116 5.124
C -3.749 -0.192 0.864
C 2.241 2.114 -2.870
C 4.033 -0.231 -5.194
C 3.069 -5.055 -1.434
C 4.916 5.169 -1.626
H -4.016 0.550 -1.118
H -1.770 -2.060 -1.490
H 5.161 -0.564 -0.598
H 0.717 -5.114 -2.772
H 4.330 0.990 -0.761
H -4.123 0.089 4.647
H 4.619 1.031 -3.569
H -2.315 2.956 5.593
H 5.697 5.080 -3.624
H 3.765 1.122 2.345
H -6.334 -3.082 2.105
H -3.866 2.124 5.483
H 3.413 -5.963 -1.938
H -3.776 -1.202 -1.029
H -1.799 2.382 -3.282
H 5.392 0.692 0.623
H 3.898 -4.662 -0.842
H -3.016 2.210 -2.024
H 4.195 -4.466 -3.843
H 2.672 1.720 1.087
H -4.115 -1.920 5.629
H 0.447 1.023 -4.560
H 3.427 -2.891 -4.113
H 5.040 -0.586 -5.370
H 0.868 -0.644 -6.314
H 3.170 -1.454 -6.737
H -1.881 4.544 -1.726
H -0.021 3.636 -2.716
H -4.492 3.601 3.499
H -0.781 1.377 3.590
H -0.045 -3.136 -2.203
H 4.121 3.359 -4.375
H 4.727 -0.996 2.391
H 4.547 -3.110 -2.767
H -1.577 -1.729 0.231
H -2.954 4.423 3.800
H 3.899 -2.305 -0.858
H 3.134 -1.773 2.337
H -2.352 1.193 5.451
H -0.779 3.152 3.717
H -4.793 -3.883 2.484
H -7.008 -2.311 5.023
H -4.766 -3.545 5.385
H 2.416 3.219 -0.440
H -7.198 -1.230 3.631
H -3.347 3.827 2.175
H 4.393 -2.249 1.189
H -3.346 -3.001 4.469
H 1.113 -3.973 -4.073
H 1.997 -5.498 -3.921
H -1.045 2.405 2.163
H -1.121 4.386 -0.123
H 2.107 0.525 2.261
H -6.191 -4.102 3.539
H -2.720 3.683 -0.402
H 0.655 1.032 -2.325
H -6.253 -0.713 5.032
H -0.902 0.096 -2.710
H 3.933 5.016 0.276
H 0.678 3.662 -1.095
H 2.266 -5.321 -0.745
H -4.542 -2.162 1.061
H 5.609 5.934 -1.301
H -2.631 0.029 -2.942
```

- total charge = 0
- total energy (eV) = -86781.1740
- energy above the lowest of the compared OMol25 structures with the same formula, charge and spin (kcal/mol) = 52.1
- frontier orbital gap (alpha / beta) (eV) = 5.036 / 6.082
- 2S+1 = 2
- expectation value of S² = 0.78

---

[2]
Formula: C47H75Cl18F9O7S
Source: OMol25
Level of theory: ωB97M-V with the def2-TZVPD basis set

XYZ file:
```
157
C47H75Cl18F9O7S, DFT ωB97M-V with the def2-TZVPD basis set
Cl 11.867 -3.226 -5.271
Cl 5.828 -1.902 -4.351
Cl 4.306 5.718 -5.120
Cl 11.468 -8.724 -3.215
Cl 2.126 3.187 -4.507
Cl 10.938 -11.414 -1.197
Cl -2.976 8.704 4.633
Cl 3.726 2.269 -1.373
Cl 1.076 9.077 4.236
Cl 0.981 2.773 0.578
Cl -1.780 7.861 1.558
Cl -10.315 1.786 3.714
Cl -12.260 0.499 1.240
Cl 2.545 6.602 2.420
Cl 3.223 6.864 -1.334
Cl 5.134 9.073 0.371
Cl 9.496 -5.038 -3.608
Cl 8.411 -2.165 -2.156
S -10.695 0.128 -2.076
F -8.181 0.779 -1.786
F -12.184 0.542 -2.388
F -11.243 -0.778 -0.885
F -10.561 1.396 -1.161
F -9.028 -2.368 -0.485
F -10.219 0.970 -3.337
F -7.184 -1.272 -0.571
F -8.468 -1.066 -2.827
F -10.880 -1.128 -3.036
O -4.663 -2.241 1.507
O 0.239 -0.969 0.458
O -0.823 -2.339 2.785
O 4.584 -4.245 0.132
O -4.720 -1.622 3.824
O -4.408 -1.895 -0.696
O 1.623 -3.983 1.726
C -2.073 0.655 4.046
C 2.081 4.029 -0.059
C -7.612 0.452 1.341
C 1.820 9.232 2.620
C 0.010 -0.569 -1.819
C 3.513 3.145 -5.621
C 7.461 -1.207 -4.533
C 5.781 -2.201 -0.217
C -5.258 -2.924 4.024
C -0.693 -1.012 -2.939
C -2.168 -2.146 3.174
C 4.440 -2.827 0.175
C 1.289 -0.033 -1.999
C -2.538 0.334 2.801
C -0.124 -0.944 -4.210
C -3.961 -1.857 0.395
C 11.124 -5.588 -4.098
C 2.793 -4.763 1.730
C 4.895 7.339 -1.726
C -8.539 -1.111 -0.475
C 8.526 -2.090 -3.936
C -8.810 -0.372 0.828
C -12.816 1.342 2.708
C 1.625 7.996 1.787
C 2.608 3.660 -1.424
C -11.870 2.436 3.128
C 10.418 -9.737 -0.899
C -4.371 -1.275 2.519
C 3.349 -4.895 0.312
C -5.234 -0.047 2.193
C -1.971 -0.380 -0.120
C -0.407 -3.670 2.965
C -5.807 -2.970 5.444
C 1.855 0.042 -3.261
C 1.164 -0.428 -4.380
C -3.073 7.107 3.849
C 5.697 7.610 -0.480
C -2.820 -1.048 2.310
C -6.741 -0.355 2.327
C -2.559 -1.418 0.838
C 1.098 -3.751 3.018
C -1.863 6.812 3.002
C -0.512 -0.655 -0.426
C 4.666 3.970 -5.110
C -8.893 -0.362 -1.783
C 10.048 -9.021 -2.171
C 12.142 -4.482 -4.031
H -8.058 1.273 1.903
H -9.730 0.201 0.811
H -2.220 -1.900 4.235
H 9.620 -8.047 -1.935
H 1.611 -0.401 -5.362
H 3.656 -2.547 -0.534
H -0.775 -4.331 2.172
H 12.140 -3.997 -3.058
H 3.173 3.485 -6.596
H -2.020 -2.356 0.708
H 5.615 -1.353 -0.871
H -11.661 3.118 2.308
H 3.490 -5.948 0.082
H -0.793 -4.080 3.907
H -1.906 5.784 2.644
H 5.644 6.777 0.217
H -2.051 0.645 0.240
H 11.220 -9.225 -0.373
H 2.884 4.169 0.658
H -1.692 -1.419 -2.834
H -8.967 -1.164 1.560
H -3.148 6.366 4.642
H 7.456 -0.221 -4.076
H -2.774 1.141 2.108
H 6.740 7.776 -0.746
H 1.510 4.953 -0.114
H 3.558 -4.258 2.332
H 4.929 3.688 -4.092
H -6.078 -3.155 3.347
H -4.990 0.376 1.216
H -7.041 0.898 0.534
H 8.469 -3.110 -4.309
H 2.848 0.431 -3.424
H 1.875 0.335 -1.172
H 7.642 -1.093 -5.601
H 9.510 -1.692 -4.175
H -5.035 -3.138 6.187
H -2.553 -0.425 -1.041
H -12.306 3.003 3.949
H -4.511 -3.715 3.931
H 1.371 -4.600 3.655
H 1.804 3.418 -2.111
H -6.356 -2.048 5.626
H -5.023 0.736 2.919
H 4.853 8.208 -2.377
H -6.885 -1.411 2.117
H -0.940 6.945 3.563
H -2.718 1.230 4.705
H 2.636 -5.758 2.160
H 9.549 -9.783 -0.244
H 11.050 -6.002 -5.101
H 0.577 7.706 1.741
H 1.342 10.079 2.130
H 1.981 8.176 0.774
H 9.323 -9.585 -2.751
H 2.602 -4.521 -0.398
H 5.338 6.516 -2.284
H 3.170 4.493 -1.834
H 6.397 -2.958 -0.681
H 6.287 -1.893 0.697
H -0.667 -1.312 -5.070
H -2.719 -3.070 2.985
H 4.161 -2.498 1.177
H -6.550 -3.763 5.504
H -7.032 -0.100 3.341
H -1.072 0.388 4.368
H 1.518 -2.857 3.485
H 13.135 -4.891 -4.212
H -13.791 1.770 2.479
H 2.874 9.459 2.756
H -3.986 7.078 3.260
H 11.395 -6.394 -3.413
H 5.536 3.820 -5.748
H -12.941 0.602 3.494
H 3.822 2.104 -5.709
```

- structure (SMILES) = C=C[C@]1(COCCOCCOCC)[C@H](CC(=O)c2ccccc2)C(=O)O[C@@]1(CCCCC(F)(F)C(F)(F)S(F)(F)(F)(F)F)OCC.ClCCCl.ClCCCl.ClCCCl.ClCCCl.ClCCCl.ClCCCl.ClCCCl.ClCCCl.ClCCCl
- total charge = 0
- total energy (eV) = -324980.6492
- frontier orbital gap (eV) = 8.262

---

[3]
Formula: C47H80BF9N12O8P2S2
Source: OMol25
Level of theory: ωB97M-V with the def2-TZVPD basis set

XYZ file:
```
161
C47H80BF9N12O8P2S2, DFT ωB97M-V with the def2-TZVPD basis set
S -1.230 -1.935 0.053
S -2.537 1.350 -0.149
P -0.452 3.241 0.498
P 0.307 -0.748 0.221
F -2.791 -0.405 -2.199
F -4.668 -1.765 -1.548
F -6.712 -0.127 -1.733
F -4.241 -1.241 0.506
F -6.248 2.284 -0.465
F -4.262 1.156 -2.101
F -7.482 1.073 0.845
F -6.722 -1.136 0.166
F -5.411 1.205 1.332
O 0.074 2.515 1.907
O -2.340 0.831 1.186
O 1.421 3.437 -4.321
O -0.261 1.025 -4.401
O 1.615 -1.652 -0.174
O 0.498 -0.429 1.789
O 1.298 5.380 -2.931
O -3.272 2.594 -0.041
N 3.894 -1.613 -1.245
N 6.024 6.461 3.501
N -2.674 -6.608 2.159
N 2.013 -6.891 1.323
N -9.608 3.726 -1.442
N 6.435 2.974 -0.390
N 2.500 1.122 0.270
N 4.828 0.762 3.111
N 1.771 -5.295 -2.611
N -6.349 7.653 2.631
N 0.921 4.157 -0.083
N 0.071 0.159 -2.250
C 1.524 -10.392 2.477
C -8.294 2.505 -3.364
C -8.983 2.743 -4.711
C -6.243 1.149 0.285
C 1.769 1.274 -0.985
C 8.475 4.688 2.205
C -5.460 -4.539 2.086
C 1.173 -7.678 1.279
C -8.468 4.776 1.594
C -9.031 3.191 -2.284
C 6.519 9.492 1.892
C -3.265 -5.654 1.898
C -0.120 -7.010 -5.334
C 7.412 8.292 2.224
C -0.723 -5.406 -3.448
C 7.025 2.671 0.552
C -6.226 -5.711 1.480
C 0.201 -9.635 2.425
C -0.697 3.765 -2.718
C 7.771 2.282 1.766
C -3.535 0.294 -1.311
C 0.676 -5.344 -2.981
C 5.676 -3.363 -2.053
C 5.052 -0.368 3.096
C -6.395 6.523 2.846
C -7.047 4.329 1.915
C 0.099 -8.692 1.222
C -10.412 2.213 -4.748
C 5.331 -1.819 3.078
C 4.686 -2.370 -1.600
C -6.061 -0.171 -0.548
C -4.582 -0.706 -0.680
C -4.024 -4.432 1.564
C 5.551 -2.335 4.503
C -1.001 -6.757 -4.116
C 7.796 3.444 2.763
C 4.963 -4.464 -2.844
C 6.732 -1.669 5.199
C 6.636 7.260 2.940
C 3.919 -5.201 -2.007
C 3.360 2.267 0.618
C -0.866 1.841 -0.795
C -6.455 5.072 3.117
C -0.913 2.267 -2.315
C 0.249 0.743 -0.911
C 5.341 9.124 0.996
C -0.315 1.105 -3.204
B 0.719 4.152 -3.353
H 3.153 -4.535 -1.678
H 7.121 10.255 1.395
H 8.786 1.996 1.482
H 1.541 -11.071 3.331
H 7.287 1.414 2.214
H 6.139 9.935 2.815
H 3.575 2.954 -0.227
H -0.254 -6.228 -6.085
H 4.649 -2.171 5.097
H -8.861 4.205 0.753
H 1.673 -10.984 1.570
H 4.477 -4.032 -3.724
H 3.478 -5.981 -2.585
H -8.402 2.256 -5.498
H -1.385 -5.264 -2.593
H 8.495 5.475 2.956
H -1.998 2.136 -2.560
H -10.439 1.141 -4.540
H 0.874 2.970 2.217
H 8.321 3.126 3.666
H -7.063 4.903 4.008
H -0.898 -4.588 -4.151
H 4.675 8.410 1.482
H 1.841 2.283 -1.437
H 6.188 -3.783 -1.185
H 8.246 8.606 2.854
H 6.422 -2.863 -2.675
H 1.986 -1.377 -1.027
H -7.250 -5.731 1.856
H 4.751 10.011 0.762
H 4.387 -5.656 -1.119
H 6.576 -0.594 5.316
H -11.047 2.720 -4.020
H -4.018 -4.296 0.481
H 7.823 7.856 1.311
H 2.371 -9.712 2.586
H -2.049 -6.792 -4.421
H 1.831 5.232 -2.137
H -7.272 2.887 -3.391
H -5.766 -6.667 1.739
H 2.926 2.855 1.462
H 5.720 -3.413 4.466
H 0.666 -0.609 -2.537
H 0.937 -7.048 -5.063
H -5.451 -4.644 3.173
H 4.345 1.932 0.988
H -0.850 -7.562 -3.393
H 5.686 8.688 0.055
H -8.994 3.812 -4.936
H 6.214 -2.002 2.463
H -7.055 3.257 2.120
H 3.133 0.328 0.195
H -5.990 -3.611 1.857
H -0.868 -8.187 1.225
H 7.657 -1.823 4.637
H 5.704 -5.180 -3.208
H -5.446 4.711 3.323
H 6.776 3.699 3.058
H -8.505 5.831 1.315
H -6.266 -5.632 0.391
H 9.506 4.474 1.909
H -0.910 4.488 -1.909
H -6.418 4.483 1.036
H 2.206 3.066 -3.888
H 0.189 -9.252 0.289
H 7.942 5.080 1.336
H -9.131 4.623 2.449
H -0.354 -0.303 2.235
H -1.459 3.989 -3.502
H 0.524 5.062 -0.350
H 0.081 -9.065 3.349
H 1.571 4.401 0.668
H -8.249 1.438 -3.140
H 6.870 -2.086 6.198
H -10.853 2.377 -5.733
H -0.372 -7.967 -5.793
H -3.523 -3.573 2.014
H -0.620 -10.354 2.382
H 4.485 -2.333 2.616
H 2.263 0.593 -1.719
```

- structure (SMILES) = CNC[C@]1(P(O)(O)=S)NC(=O)[C@H](CB(O)O)[C@@]1(P(N)O)S(=O)(=O)C(F)(F)C(F)(F)C(F)(F)C(F)(F)F.CCCC#N.CCCC#N.CCCC#N.CCCC#N.CCCC#N.CCCC#N.CCCC#N.CCCC#N.CCCC#N
- total charge = 0
- total energy (eV) = -149678.4710
- frontier orbital gap (eV) = 8.326